C17H20Br2N4O5S4Y as an isolated structure. Source: OMol25; level of theory: ωB97M-V with the def2-TZVPD basis set.

Positions of all 53 atoms, in Å:
Y  -0.030  0.287  -1.284
C  -3.580  -2.433  0.872
N  -3.706  -0.981  0.765
C  -5.029  -0.397  0.976
C  -2.658  -0.237  0.463
O  -1.515  -0.697  0.276
C  -2.859  1.269  0.291
O  -1.593  1.858  0.061
C  -1.045  2.594  1.140
C  0.470  2.595  0.976
O  0.993  1.791  0.189
N  1.175  3.441  1.712
C  0.559  4.389  2.635
C  2.625  3.532  1.544
H  -4.249  -2.908  0.156
H  -3.846  -2.753  1.879
H  -2.558  -2.722  0.658
H  -5.750  -1.206  1.042
H  -5.319  0.244  0.144
H  -5.073  0.172  1.906
H  -3.360  1.713  1.152
H  -3.474  1.448  -0.594
H  -1.287  2.121  2.098
H  -1.442  3.611  1.135
H  -0.271  3.937  3.175
H  0.211  5.283  2.114
H  1.306  4.686  3.365
H  2.934  2.909  0.712
H  3.126  3.204  2.455
H  2.896  4.567  1.339
Br  2.063  -2.958  -4.769
C  2.511  -2.925  -2.939
C  3.494  -3.805  -2.450
C  3.841  -3.803  -1.131
Br  5.166  -5.011  -0.522
C  3.221  -2.910  -0.223
C  3.499  -2.818  1.156
C  2.830  -1.904  1.925
C  1.882  -1.067  1.322
N  1.590  -1.121  0.041
C  2.242  -2.033  -0.736
C  1.863  -2.033  -2.115
O  0.936  -1.188  -2.496
H  3.975  -4.489  -3.135
H  4.241  -3.472  1.594
H  3.026  -1.816  2.984
H  1.350  -0.328  1.910
S  -1.485  -1.052  -4.996
S  -0.965  0.911  -5.405
S  0.773  1.425  -4.434
S  0.189  2.523  -2.806
O  -1.882  -0.254  -2.665
N  -2.014  -1.192  -3.460

Forces on the atoms, in the same order (eV/Å):
0.3374 0.0948 -0.0275
0.0111 -0.0344 0.0086
0.0170 -0.0045 -0.0123
-0.0095 0.0202 0.0262
-0.0343 0.0491 -0.0370
0.0955 0.0178 -0.0622
0.0356 -0.0292 -0.0125
-0.0401 0.0067 -0.0708
0.0256 0.0081 -0.0154
-0.0030 -0.0160 0.0354
-0.1441 -0.1906 0.1329
-0.0181 0.0586 -0.0364
-0.0122 0.0098 -0.0166
0.0261 0.0022 -0.0110
-0.0030 0.0079 -0.0020
-0.0086 0.0109 0.0021
-0.0003 0.0069 0.0033
-0.0027 -0.0024 -0.0129
-0.0002 -0.0088 -0.0031
0.0046 -0.0092 0.0057
-0.0093 -0.0007 0.0011
-0.0160 0.0121 0.0130
-0.0148 0.0120 0.0041
-0.0080 -0.0024 0.0069
0.0057 -0.0010 0.0055
0.0125 0.0018 -0.0018
-0.0028 -0.0096 0.0135
-0.0098 -0.0055 0.0033
-0.0064 0.0042 0.0045
-0.0072 0.0030 0.0053
0.0235 -0.0217 0.0257
-0.0962 0.0759 -0.0332
0.0319 -0.0215 0.0355
0.0710 -0.0796 -0.0111
-0.0324 0.0301 -0.0092
-0.0630 0.0680 0.0003
-0.0007 -0.0017 -0.0012
0.0141 -0.0104 0.0245
-0.0123 0.0049 -0.0247
0.0090 0.0629 0.0163
-0.0226 0.0137 -0.0240
0.0259 -0.0495 0.0029
-0.1200 -0.0006 -0.0078
-0.0075 0.0049 -0.0085
0.0013 -0.0036 -0.0082
-0.0018 0.0013 -0.0004
0.0008 -0.0001 0.0014
0.1095 0.1104 -0.0455
-0.0784 -0.0544 -0.0387
-0.1475 -0.0324 -0.0351
0.0432 -0.1629 0.0942
0.0163 0.0899 -0.0136
0.0151 -0.0355 0.1101

Summary:
total charge = +1
ΔE to the lowest compared entry with this formula, charge and spin = 0.370 eV
frontier orbital gap = 6.41 eV
LUMO energy = -3.5 eV

C38H27F6N3O4OsSb as an isolated structure. Source: OMol25; level of theory: ωB97M-V with the def2-TZVPD basis set.

Positions of all 80 atoms, in Å:
Os  0.894  -1.006  0.341
O  0.532  1.560  4.040
C  -0.812  1.469  4.153
C  -1.398  2.177  5.203
C  -2.764  2.152  5.389
C  -3.580  1.415  4.533
C  -3.006  0.708  3.499
C  -1.623  0.718  3.284
C  -1.054  -0.053  2.161
O  0.237  0.106  1.931
N  -1.834  -0.813  1.450
N  -1.128  -1.465  0.453
C  -1.694  -2.445  -0.141
C  -1.061  -3.231  -1.183
C  -1.814  -4.302  -1.686
C  -1.345  -5.127  -2.686
C  -0.080  -4.883  -3.215
C  0.684  -3.832  -2.747
C  0.226  -2.986  -1.729
O  1.015  -1.959  -1.416
H  0.796  1.054  3.245
H  -0.748  2.745  5.856
H  -3.200  2.712  6.206
H  -4.651  1.397  4.677
H  -3.614  0.127  2.820
H  -2.706  -2.711  0.156
H  -2.801  -4.472  -1.271
H  -1.951  -5.945  -3.052
H  0.311  -5.516  -4.001
H  1.662  -3.624  -3.160
F  3.395  0.579  -0.142
C  2.911  -0.500  0.566
F  3.227  -0.179  1.878
F  3.824  -1.490  0.255
O  0.963  -2.714  1.554
N  1.981  -2.836  2.412
C  3.077  -3.516  2.049
C  4.114  -3.670  2.942
C  4.014  -3.113  4.206
C  2.867  -2.415  4.551
C  1.853  -2.287  3.629
H  3.060  -3.894  1.041
H  4.993  -4.215  2.631
H  4.822  -3.221  4.916
H  2.750  -1.958  5.522
H  0.928  -1.754  3.789
F  -1.678  6.273  1.379
C  -1.206  5.149  0.806
C  -0.450  4.280  1.565
C  0.023  3.123  0.961
C  -0.267  2.841  -0.371
C  -1.022  3.752  -1.108
C  -1.500  4.914  -0.525
Sb  0.437  1.051  -1.267
C  1.517  1.877  -2.890
C  0.912  2.096  -4.123
C  1.611  2.710  -5.152
C  2.917  3.095  -4.923
F  3.600  3.689  -5.920
C  3.549  2.890  -3.713
C  2.839  2.273  -2.695
C  -1.333  0.424  -2.272
C  -1.234  -0.474  -3.334
C  -2.366  -1.047  -3.896
C  -3.597  -0.714  -3.366
F  -4.703  -1.274  -3.894
C  -3.736  0.164  -2.310
C  -2.592  0.731  -1.765
H  -0.242  4.502  2.603
H  0.619  2.435  1.547
H  -1.248  3.557  -2.151
H  -2.091  5.630  -1.079
H  -0.115  1.795  -4.294
H  1.159  2.890  -6.118
H  4.575  3.205  -3.581
H  3.329  2.096  -1.746
H  -0.262  -0.756  -3.724
H  -2.301  -1.753  -4.713
H  -4.721  0.388  -1.922
H  -2.696  1.400  -0.919

Forces on the atoms, in the same order (eV/Å):
0.0620 0.9119 -0.5833
0.0494 -0.0287 0.0341
-0.0746 0.0165 -0.0379
0.0103 0.0099 -0.0126
-0.0126 -0.0082 -0.0001
0.0015 0.0103 0.0101
0.0190 -0.0031 -0.0145
0.0125 0.0168 0.0880
-0.0987 -0.0512 -0.1905
-0.0097 -0.1881 0.1861
-0.0497 0.1611 0.1932
0.0743 -0.3119 0.0221
0.0026 0.2018 -0.0055
0.0958 -0.0912 -0.0772
0.0391 0.0080 -0.0145
-0.0203 0.0004 0.0132
0.0274 0.0271 0.0116
-0.0120 -0.0427 -0.0397
-0.1887 0.1274 -0.0828
0.2216 -0.3591 0.3245
-0.0101 -0.0440 -0.0009
0.0006 0.0043 0.0028
-0.0010 0.0000 0.0021
-0.0018 0.0018 -0.0011
0.0026 -0.0048 0.0002
-0.0294 0.0568 0.0084
-0.0053 0.0039 0.0108
0.0004 -0.0009 -0.0015
-0.0002 -0.0020 -0.0026
0.0036 0.0021 0.0035
-0.0034 0.1073 0.0584
0.0287 -0.0920 -0.1766
0.0193 -0.0193 0.0568
-0.0404 -0.0592 0.0317
0.0498 -0.2468 -0.0477
0.0017 0.1004 0.0705
-0.1107 0.0141 0.0394
0.0109 -0.0005 0.0029
-0.0200 0.0039 -0.0091
0.0096 0.0127 0.0032
0.0257 0.0090 -0.0211
0.0102 -0.0114 -0.0680
0.0038 -0.0001 0.0018
0.0065 0.0043 0.0000
0.0019 -0.0011 0.0025
0.0129 0.0024 0.0065
0.0037 0.0010 0.0021
0.0049 -0.0141 -0.0116
-0.0139 0.0143 -0.0195
0.0218 -0.0488 0.0491
0.0432 -0.0340 -0.0290
0.0052 -0.0153 -0.0295
-0.0038 0.0110 0.0263
-0.4405 -0.1695 0.2204
0.2039 -0.1416 0.1116
-0.0826 0.0259 0.0090
0.0096 0.0072 -0.0228
0.0018 -0.0076 0.0178
0.0001 0.0038 -0.0019
-0.0335 -0.0039 -0.0390
0.0327 0.0142 -0.0065
0.0755 0.0531 -0.0238
0.0541 -0.0350 -0.0131
-0.0276 -0.0012 0.0195
0.0194 0.0076 -0.0024
-0.0001 0.0009 -0.0033
0.0015 -0.0187 -0.0105
0.0099 0.0137 0.0592
0.0039 0.0011 0.0065
-0.0230 0.0475 -0.0554
-0.0036 -0.0017 -0.0036
-0.0015 0.0013 -0.0006
0.0210 0.0086 0.0041
0.0018 0.0001 -0.0039
0.0027 -0.0007 0.0023
-0.0082 0.0232 -0.0419
0.0009 0.0028 0.0014
-0.0013 -0.0062 0.0001
-0.0049 -0.0014 -0.0001
0.0117 0.0148 -0.0080

Summary:
2S+1 = 2
ΔE to the lowest compared entry with this formula, charge and spin = 0.108 eV
frontier orbital gap (alpha / beta) = 7.16 / 7.18 eV
LUMO energy (alpha / beta) = -0.5 / -0.5 eV